[1]
Here is a cluster of 9 separate species, C35H45Br6N5O in total in a non-equilibrium geometry from the Open Molecules 2025 dataset. Energies are from ωB97M-V/def2-TZVPD.

The geometry in XYZ format:
```
92
Properties=species:S:1:pos:R:3:forces:R:3:mulliken_charge:R:1
C 5.371 -5.721 1.774 0.7 -1.1 -0.1 -0.1473
C 5.124 -4.829 0.769 0.2 1.9 0.4 -0.4428
C 4.297 -3.750 1.063 -2.0 -0.9 1.4 -0.2073
N 3.491 -3.662 2.212 2.8 -1.3 -0.5 -0.4487
C 3.813 -4.595 3.176 -0.3 0.6 -1.7 -0.1914
C 4.736 -5.635 2.982 -0.6 0.6 0.2 -0.3347
H 6.112 -6.493 1.625 0.0 -0.2 -0.1 0.3535
H 5.721 -4.769 -0.129 -0.1 -0.3 -0.2 0.3657
H 4.181 -3.018 0.278 -0.4 0.4 0.3 0.3549
H 3.287 -4.530 4.117 -0.2 0.2 0.0 0.3612
H 4.963 -6.379 3.730 -0.2 0.2 0.3 0.3384
C -6.475 2.485 2.901 2.2 -1.1 -0.5 -0.2594
C -7.772 2.606 3.281 -1.2 0.3 -0.2 -0.3222
C -8.218 1.927 4.400 1.2 -0.7 -0.1 -0.1574
N -7.409 1.082 5.050 -0.2 -0.3 0.4 -0.5542
C -6.156 0.857 4.622 -0.4 1.3 -0.7 -0.2172
C -5.614 1.578 3.541 -1.3 -0.3 0.6 -0.3651
H -6.037 2.934 2.022 -0.4 0.4 -0.2 0.3629
H -8.489 3.115 2.654 0.0 0.5 0.1 0.3422
H -9.243 2.013 4.730 0.0 -0.1 0.2 0.3603
H -5.582 0.118 5.160 0.0 -0.1 0.1 0.4051
H -4.636 1.369 3.133 0.1 0.1 0.2 0.4046
C 6.714 4.730 -1.863 -0.9 -1.0 0.2 -0.3063
C 5.305 4.680 -1.890 -0.5 -0.3 0.0 -0.3241
C 4.557 3.831 -1.036 3.2 0.3 0.8 -0.2419
N 5.225 3.055 -0.135 0.4 0.3 -0.4 -0.5145
C 6.582 3.100 -0.101 -0.9 0.7 -1.1 -0.1906
C 7.357 3.910 -0.955 -0.7 -0.4 0.7 -0.2325
H 7.338 5.251 -2.574 -0.4 0.5 -0.1 0.3729
H 4.733 5.253 -2.605 0.1 0.2 -0.1 0.3272
H 3.478 3.831 -0.975 0.0 -0.1 -0.3 0.4208
H 7.104 2.447 0.582 -0.3 -0.1 0.3 0.3436
H 8.436 3.888 -0.896 0.1 -0.1 0.0 0.3467
C -1.502 -4.928 -3.072 0.5 0.2 0.7 -0.2012
C -1.688 -5.316 -4.372 -1.0 0.4 0.6 -0.2715
C -0.727 -6.075 -4.983 1.7 0.0 -0.6 -0.2787
N 0.484 -6.377 -4.450 -0.7 0.5 1.7 -0.5378
C 0.665 -6.001 -3.138 -2.3 -0.6 -1.1 -0.2236
C -0.354 -5.327 -2.425 1.4 -0.5 -0.1 -0.3996
H -2.230 -4.319 -2.557 -0.2 -0.1 0.0 0.4075
H -2.644 -5.015 -4.773 0.1 -0.3 -0.8 0.3490
H -0.868 -6.384 -6.008 0.0 -0.2 -0.1 0.3782
H 1.485 -6.433 -2.585 0.5 0.3 -0.3 0.3921
H -0.207 -5.160 -1.368 0.0 0.2 0.1 0.3868
C -1.051 -1.475 6.903 -0.8 -0.1 -0.5 -0.1530
C -0.963 -1.545 5.522 -0.1 -0.1 0.8 -0.3480
C -1.283 -2.748 4.905 1.0 0.5 0.2 -0.2645
N -1.702 -3.797 5.581 -0.2 -0.6 0.4 -0.5463
C -1.909 -3.677 6.903 0.0 0.0 0.2 -0.1691
C -1.624 -2.547 7.640 0.9 2.1 -1.2 -0.4295
H -0.738 -0.504 7.258 -0.2 -0.1 1.0 0.3507
H -0.658 -0.644 5.011 0.2 -0.2 -0.4 0.4323
H -0.964 -2.860 3.879 -0.6 -0.3 -0.4 0.4024
H -2.281 -4.534 7.445 -0.2 -0.3 -0.3 0.3595
H -1.859 -2.337 8.673 0.1 -0.7 0.2 0.3660
C -0.957 5.841 5.528 1.2 -0.5 1.3 -0.5170
C -0.115 4.532 5.532 0.4 0.4 -1.0 -0.4968
C 0.295 4.393 4.034 -1.1 1.1 1.3 -0.4219
O -0.851 4.957 3.389 -0.6 -0.6 -1.3 -0.4065
C -1.582 5.908 4.190 0.8 -0.8 -0.7 -0.3631
H -0.272 6.679 5.653 -0.2 0.1 0.4 0.2675
H -1.731 5.792 6.294 0.3 0.4 0.3 0.3082
H -0.744 3.680 5.788 0.2 0.0 0.2 0.2509
H 0.773 4.597 6.161 -0.2 -0.1 0.3 0.3288
H 0.499 3.360 3.751 -0.5 0.0 -0.3 0.2801
H 1.172 4.973 3.748 0.2 0.2 0.3 0.2720
H -2.630 5.637 4.317 -0.1 -0.1 -0.8 0.2543
H -1.454 6.881 3.716 -0.4 0.1 0.0 0.2431
Br -2.554 4.049 -8.411 -1.3 -0.5 0.6 -0.1721
C -4.321 3.377 -7.634 -0.4 1.7 -1.2 -0.5692
C -4.082 2.738 -6.329 1.3 -1.8 0.4 -0.5931
Br -5.672 1.852 -5.581 0.3 0.5 -0.2 -0.1583
H -4.800 2.786 -8.415 0.6 -0.5 0.3 0.3923
H -4.991 4.234 -7.571 0.4 0.3 0.2 0.3700
H -3.543 3.300 -5.566 -0.7 0.6 -0.1 0.4042
H -3.384 1.918 -6.503 -0.2 -0.3 0.0 0.3253
Br -0.189 -1.416 -8.849 0.2 0.3 -0.2 -0.1182
C 1.718 -1.047 -8.988 0.1 0.3 0.3 -0.5247
C 2.490 -2.225 -8.437 1.0 -0.2 0.0 -0.6276
Br 2.493 -3.758 -9.621 -0.1 -0.2 -0.3 -0.1106
H 1.943 -0.114 -8.471 -0.3 -0.3 0.8 0.3362
H 1.973 -0.732 -10.000 -0.2 -0.9 -0.3 0.3691
H 2.198 -2.653 -7.478 -0.6 0.5 -0.1 0.3431
H 3.552 -2.016 -8.312 0.0 0.4 -0.2 0.3308
Br -1.497 0.246 -1.341 0.8 -0.6 0.1 -0.1146
C 0.466 -0.048 -1.317 0.2 1.3 0.6 -0.5949
C 1.063 -0.229 -2.663 -0.6 0.1 -1.5 -0.6486
Br 0.685 1.320 -3.902 0.3 -0.9 0.7 -0.1479
H 0.799 -0.880 -0.696 -0.7 -0.1 0.1 0.4012
H 0.815 0.873 -0.850 0.1 -0.1 0.0 0.3314
H 0.611 -1.116 -3.108 0.0 0.2 -0.4 0.3797
H 2.145 -0.362 -2.692 -0.1 0.2 0.4 0.3931
```
Forces are in eV/Å.

Summary:
* E_tot: -17153.62555 a.u.
* HOMO energy: -9.5 eV
* SMILES: c1ccncc1.c1ccncc1.c1ccncc1.c1ccncc1.c1ccncc1.C1CCOC1.BrCCBr.BrCCBr.BrCCBr

[2]
Here is a structure of composition C35H45Cl3INOPPd from the Open Molecules 2025 dataset. Energies are from ωB97M-V/def2-TZVPD.

The geometry in XYZ format:
```
88
Properties=species:S:1:pos:R:3:forces:R:3:mulliken_charge:R:1
Pd -0.195 -0.221 -0.192 0.3 -0.2 0.1 -0.6840
Cl 4.851 -0.607 -0.722 0.0 0.0 0.0 -0.2616
C 4.054 0.753 0.012 -0.2 -0.1 -0.1 0.6589
C 4.836 1.765 0.557 0.0 0.2 0.1 -0.6393
C 4.253 2.836 1.181 0.1 -0.1 -0.1 0.7878
Cl 5.272 4.080 1.864 0.0 0.1 0.0 -0.3176
C 2.849 2.930 1.289 -0.1 -0.1 -0.1 0.3070
C 2.179 3.986 1.942 -0.1 0.0 0.0 -1.0721
C 0.814 3.983 2.005 0.2 0.1 0.0 -1.2446
C 0.112 2.921 1.418 -0.2 -0.1 -0.2 -0.3965
N 0.695 1.918 0.813 0.2 0.0 0.0 0.3948
C 2.048 1.897 0.725 0.2 0.1 0.1 -0.1758
C 2.647 0.752 0.049 -0.1 0.1 0.0 -0.3718
O 1.944 -0.189 -0.433 0.1 -0.2 0.1 -0.4235
H 5.913 1.689 0.489 0.0 0.0 0.0 0.4378
H 2.759 4.786 2.383 0.0 0.0 0.0 0.3896
H 0.273 4.783 2.493 0.0 0.0 0.0 0.4346
H -0.974 2.911 1.431 0.0 0.0 0.0 0.5604
C -2.610 0.432 5.396 0.0 0.0 0.0 -0.8138
C -3.376 0.209 4.096 0.0 0.0 0.0 -0.9814
C -2.713 -0.898 3.258 0.0 0.0 -0.1 -0.7620
C -1.188 -0.944 3.464 0.1 0.0 -0.1 0.8541
C -0.693 0.479 3.736 0.0 0.0 0.0 -0.3568
C -1.204 0.979 5.093 0.0 0.0 0.0 -1.0525
P -0.263 -1.627 1.991 -0.1 0.0 0.3 1.5264
C -1.063 -3.270 1.612 0.0 0.1 0.0 0.1812
C -1.280 -4.216 2.808 0.0 0.0 0.0 -0.6453
C -2.312 -5.314 2.498 0.0 0.0 0.0 -0.9821
C -2.241 -5.712 1.028 0.0 0.0 0.0 -0.9804
C -2.664 -4.532 0.136 0.0 0.0 0.0 0.1099
C -2.346 -3.174 0.783 0.0 0.0 -0.1 0.6607
C 1.333 -2.260 2.764 0.0 0.0 -0.1 0.3917
C 1.321 -2.724 4.239 0.0 0.0 0.0 -1.4570
C 1.947 -1.680 5.160 0.0 0.0 0.0 -0.3691
C 3.439 -1.507 4.848 0.0 0.0 0.0 -0.9447
C 3.712 -1.643 3.340 0.0 0.0 0.0 -1.2802
C 2.484 -1.270 2.519 0.0 0.0 0.0 0.0220
H -2.535 -0.522 5.929 0.0 0.0 0.0 0.3150
H -3.150 1.113 6.057 0.0 0.0 0.0 0.5038
H -3.396 1.146 3.530 0.0 0.0 0.0 0.2940
H -4.418 -0.051 4.293 0.0 0.0 0.0 0.5442
H -2.950 -0.739 2.204 0.0 0.0 0.0 -0.0780
H -3.142 -1.867 3.527 0.0 0.0 0.0 0.3276
H -0.979 -1.549 4.351 0.0 0.0 0.0 0.6798
H -1.057 1.118 2.927 0.0 0.0 0.0 -0.4698
H 0.396 0.550 3.686 0.0 0.0 0.0 0.1635
H -1.220 2.072 5.089 0.0 0.0 0.0 0.4843
H -0.514 0.680 5.887 0.0 0.0 0.0 0.2030
H -0.311 -3.713 0.946 0.0 0.0 0.0 0.5735
H -1.616 -3.653 3.684 0.0 0.0 0.0 -0.0387
H -0.328 -4.677 3.083 0.0 0.0 0.0 0.3276
H -3.322 -4.955 2.721 0.0 0.0 0.0 0.2917
H -2.139 -6.176 3.148 0.0 0.0 0.0 0.5401
H -2.867 -6.584 0.826 0.0 0.0 0.0 0.5289
H -1.214 -6.011 0.794 0.0 0.0 0.0 0.3474
H -3.736 -4.586 -0.071 0.0 0.0 0.0 0.5034
H -2.160 -4.602 -0.828 0.0 0.0 0.1 -0.5020
H -3.176 -2.869 1.424 0.0 0.0 0.0 0.3028
H -2.239 -2.416 0.007 0.0 0.0 0.0 -1.2689
H 1.552 -3.137 2.144 0.0 0.0 0.0 0.7285
H 1.895 -3.654 4.324 0.0 0.0 0.0 0.6256
H 0.317 -2.968 4.582 0.0 0.0 0.0 0.3947
H 1.810 -1.961 6.207 0.0 0.0 0.0 0.5483
H 1.424 -0.729 5.026 0.0 0.0 0.0 -0.2464
H 4.015 -2.259 5.396 0.0 0.0 0.0 0.3599
H 3.779 -0.533 5.210 0.0 0.0 0.0 0.3812
H 3.995 -2.673 3.100 0.0 0.0 0.0 0.3518
H 4.558 -1.016 3.046 0.0 0.0 0.0 0.4285
H 2.715 -1.273 1.459 0.0 0.0 -0.1 0.5531
H 2.182 -0.246 2.763 0.0 0.0 0.0 -0.2565
I -2.381 2.020 -1.445 -0.2 0.1 0.0 -0.1379
C -2.129 0.157 -0.306 -0.2 0.1 0.1 -1.9207
H -2.807 -0.520 -0.819 0.0 0.0 0.0 0.6852
H -2.568 0.442 0.653 0.0 0.0 -0.1 0.6718
Cl -3.834 -5.231 -4.130 0.0 -0.1 0.0 -0.2772
C -2.797 -3.942 -3.562 0.0 0.0 0.0 0.6067
C -1.484 -4.217 -3.220 0.0 0.0 0.0 -1.0518
C -0.680 -3.192 -2.752 0.0 0.1 0.1 -0.0307
C -1.139 -1.870 -2.629 -0.2 -0.3 -0.1 1.0356
C -0.235 -0.809 -2.174 0.2 0.3 -0.3 -2.3987
C -2.470 -1.635 -3.013 0.1 0.1 0.0 0.2002
C -3.294 -2.654 -3.464 0.0 -0.1 0.0 -1.0162
H -1.099 -5.225 -3.313 0.0 0.0 0.0 0.3724
H 0.349 -3.409 -2.484 0.0 0.0 0.0 0.3186
H 0.804 -1.128 -2.249 0.0 -0.1 -0.1 0.7074
H -0.358 0.094 -2.775 -0.1 0.1 0.0 0.5725
H -2.856 -0.622 -2.996 0.0 0.0 0.0 0.2789
H -4.317 -2.447 -3.753 0.0 0.0 0.0 0.4372
```
Forces are in eV/Å.

Summary:
* E_tot: -3638.29443 a.u.
* HOMO energy: -4.0 eV
* net charge: -1
* energy relative to the best compared isomer or geometry (same formula, charge and spin): 1.983 eV